Entry 1:
The following is a quantum chemistry calculation of C2H4N4O2 as an isolated structure in a non-equilibrium geometry, from the OMol25 dataset.

XYZ file:
```
12
Properties=species:S:1:pos:R:3:forces:R:3:nbo_charge:R:1
O -2.825 0.085 0.413 0.0 0.7 0.4 -0.33
O -1.667 -1.323 -0.687 -0.1 -1.3 -1.2 -0.39
N -1.788 -0.398 0.064 0.5 -0.1 0.2 0.52
N 0.738 -0.666 0.256 -2.6 0.9 1.8 -0.66
N 0.843 1.508 -0.541 1.1 -0.4 -0.9 -0.07
N -0.208 1.441 0.053 -1.5 0.5 0.6 -0.13
C 1.559 0.209 -0.545 1.2 0.8 2.5 -0.13
C -0.453 0.103 0.593 0.7 1.2 4.8 0.14
H 0.355 -1.557 -0.020 0.9 -0.3 -0.9 0.42
H 1.585 -0.189 -1.510 0.8 -0.1 -1.8 0.21
H 2.603 0.486 -0.039 -2.0 -1.0 -1.3 0.21
H -0.742 0.303 1.964 0.9 -0.8 -4.3 0.21
```
Positions in Å, forces in eV/Å.

The HOMO energy is -10.226 eV. The value obtained for the LUMO energy is -0.3 eV. As for the spin multiplicity: 1. The HOMO-LUMO gap is 9.94 eV.

***

Entry 2:
The following is a quantum chemistry calculation of one molecule with the formula C5H6N4O2 in a non-equilibrium geometry, from the OMol25 dataset.

XYZ file:
```
17
Properties=species:S:1:pos:R:3:forces:R:3:nbo_charge:R:1
O -0.749 -2.438 0.415 -1.3 -3.4 -0.4 -0.53
O -0.956 2.060 -0.321 0.3 0.8 0.0 -0.61
N -1.249 -0.147 0.035 0.1 -3.7 -1.4 -0.47
N 0.730 0.630 0.445 0.1 0.4 -0.3 -0.28
N 2.839 -0.012 -0.265 0.5 1.4 -0.3 -0.42
N 0.838 -0.765 0.391 0.0 -0.9 0.1 -0.31
C 2.028 1.135 0.023 -0.2 3.7 -2.3 -0.09
C -0.435 -1.349 0.182 0.7 5.3 1.0 0.80
C 2.122 -1.015 -0.083 1.2 -3.2 0.5 0.25
C -0.533 0.974 -0.017 1.1 1.2 0.1 0.76
C -2.667 -0.141 -0.209 -0.8 -1.7 3.7 -0.44
H -2.912 0.942 -0.112 -0.6 -1.1 -0.5 0.26
H 1.924 1.940 -0.888 0.0 -2.2 1.6 0.20
H -3.001 -0.784 0.726 -0.2 1.7 -1.4 0.21
H 2.644 -2.035 -0.102 -1.6 1.3 -0.1 0.23
H -3.084 -0.809 -0.975 0.7 1.0 -0.7 0.23
H 2.462 1.814 0.754 0.2 -0.5 0.5 0.21
```
Positions in Å, forces in eV/Å.

The HOMO energy is -9.043 eV. The value obtained for the LUMO energy is 0.6 eV. As for the spin multiplicity: 1. The HOMO-LUMO gap is 9.65 eV.

***

Entry 3:
The following is a quantum chemistry calculation of an isolated ion of composition C5H6N4O3P and charge -1 in a non-equilibrium geometry, from the OMol25 dataset.

XYZ file:
```
19
Properties=species:S:1:pos:R:3:forces:R:3:nbo_charge:R:1
P 0.498 4.782 -1.326 -0.8 -3.1 2.3 1.50
O -2.520 -2.357 0.214 -1.5 -0.5 0.2 -0.76
O 1.755 4.783 -2.025 0.9 0.2 -0.8 -0.95
O -1.337 -1.435 -1.465 -0.7 0.1 -1.9 -0.79
N 0.601 -0.663 -0.090 0.1 1.0 -1.6 -0.64
N 0.508 1.394 1.119 0.6 -0.1 0.3 -0.29
N 0.402 2.861 -0.436 0.6 3.0 -0.9 -0.44
N 0.506 2.653 0.880 -0.8 2.6 0.3 -0.13
C -0.440 -1.327 0.723 0.3 -0.8 -1.6 -0.20
C -1.600 -1.734 -0.299 1.9 -0.2 1.4 0.76
C 0.486 1.705 -1.122 -1.2 -1.2 0.1 -0.20
C 0.181 -2.591 1.343 -1.3 -1.1 0.7 -0.62
C 0.513 0.758 -0.041 0.3 -2.4 -3.3 0.28
H -0.702 -3.256 1.651 1.2 0.8 -0.4 0.22
H 0.741 -2.371 2.334 -0.3 -0.5 -2.0 0.19
H 0.498 -1.064 -1.142 -0.3 1.5 3.2 0.42
H 0.146 1.694 -2.208 0.9 -0.5 1.7 0.22
H -0.950 -0.648 1.402 0.6 0.0 0.4 0.21
H 0.713 -3.184 0.488 -0.4 1.2 1.9 0.20
```
Positions in Å, forces in eV/Å.

The total charge is -1. The HOMO energy is -3.724 eV. The value obtained for the LUMO energy is 0.4 eV. As for the spin multiplicity: 1. The HOMO-LUMO gap is 4.12 eV.

***

Entry 4:
The following is a quantum chemistry calculation of C5H7CuO4 as an isolated structure in a non-equilibrium geometry, from the OMol25 dataset.

XYZ file:
```
17
Properties=species:S:1:pos:R:3:forces:R:3:mulliken_spin:R:1
Cu -2.765 1.803 0.878 0.3 0.5 0.1 2.13
O 1.250 -2.500 1.413 -0.1 -0.3 0.2 0.00
O -1.060 1.324 -0.118 -0.3 0.7 0.2 -0.23
O -1.414 3.254 0.810 -1.3 -0.2 0.5 0.17
O 0.560 2.929 -0.259 -1.2 -0.2 0.6 0.01
C -0.226 -1.042 0.213 0.1 1.8 1.9 0.03
C -0.535 2.632 0.152 2.2 0.3 -1.0 0.00
C -0.236 0.000 -1.871 0.6 2.5 -0.5 0.03
C 1.218 -1.374 0.560 0.1 -0.7 -0.6 0.00
C -0.199 0.361 -0.575 -1.8 -4.7 -0.7 -0.12
H 0.515 -0.663 -2.298 -0.7 -0.4 0.3 0.00
H -1.018 -1.668 -0.228 1.5 -0.6 -0.8 -0.01
H 1.805 -1.581 -0.351 0.0 0.1 0.2 0.00
H 1.675 -0.508 1.068 -0.4 -0.1 -0.3 0.00
H 2.043 -2.470 1.953 0.0 0.0 -0.1 0.00
H -0.725 -1.064 1.195 0.3 1.3 0.3 0.00
H -0.887 0.565 -2.542 0.6 0.1 -0.2 0.00
```
Positions in Å, forces in eV/Å.

Its expectation value of S² is 2.003. The HOMO energy (alpha / beta) is -7.852 / -9.797 eV. The value obtained for the LUMO energy (alpha / beta) is 0.2 / -3.0 eV. As for the spin multiplicity: 3. The HOMO-LUMO gap (alpha / beta) is 8.10 / 6.84 eV.

***

Entry 5:
The following is a quantum chemistry calculation of C20H22CaN9O4S4 as an isolated structure in a non-equilibrium geometry, from the OMol25 dataset.

XYZ file:
```
60
Properties=species:S:1:pos:R:3:forces:R:3:nbo_charge:R:1
Ca 0.629 0.517 -0.227 0.8 0.1 -0.4 1.67
S -1.566 0.967 -1.887 -0.1 0.1 0.0 -0.54
S 3.345 0.749 0.048 0.2 0.0 -0.2 -0.55
S 2.925 -7.006 -3.097 0.0 0.0 -0.1 2.19
S 0.821 3.094 0.634 0.2 0.0 0.1 -0.48
O 4.053 -6.835 -3.978 -0.1 0.0 0.0 -0.95
O 1.721 -3.541 -5.886 -0.3 -0.3 -0.1 -0.42
O 0.854 -1.585 -6.168 -0.4 0.0 -0.1 -0.35
O 2.083 -8.168 -3.209 0.0 0.0 0.0 -0.95
N 2.429 4.321 3.707 0.0 0.0 0.0 -0.37
N -2.335 0.996 0.764 -0.1 0.1 0.0 -0.47
N 5.190 1.678 3.081 -0.1 0.0 0.0 -0.39
N -3.364 2.432 -0.612 0.0 0.0 -0.2 -0.80
N 1.852 -3.113 -3.136 0.2 -0.1 -0.1 -0.33
N -1.290 0.175 1.036 -0.8 -0.2 0.3 -0.31
N 1.019 -0.954 1.920 -0.3 0.0 0.0 -0.50
N 1.251 -2.490 -5.470 0.9 0.4 0.2 0.53
N 0.908 -1.430 -2.050 0.3 0.0 0.3 -0.52
C 2.241 2.793 1.611 -0.1 0.2 0.1 -0.28
C -0.213 -2.256 3.494 0.0 0.0 0.1 -0.26
C 4.305 1.785 2.348 -0.1 0.0 -0.2 0.29
C -0.147 -1.275 2.508 0.1 0.0 0.0 0.18
C 1.595 -2.558 -1.931 0.0 0.1 0.1 0.42
C 4.403 -8.131 -1.147 0.0 0.1 0.0 -0.62
C 0.724 -1.226 -3.378 -0.3 0.1 0.1 0.02
C -1.357 -0.510 2.121 0.1 0.0 0.0 0.19
C 2.697 -4.285 -3.364 -0.2 -0.1 0.0 -0.23
C -2.406 1.473 -0.463 -0.1 -0.3 0.2 0.31
C 2.360 3.636 2.784 0.0 -0.1 -0.2 0.28
C 2.135 -1.544 2.341 0.0 0.1 0.0 0.06
C 1.288 -2.255 -4.064 -0.1 -0.2 -0.2 0.11
C 2.154 -2.516 3.330 0.0 0.0 0.0 -0.28
C 1.884 -5.574 -3.252 0.1 0.1 0.0 -0.69
C 3.513 -6.919 -1.416 0.1 -0.2 0.0 -0.67
C 2.045 -3.116 -0.626 0.1 0.1 0.0 -0.67
C 0.950 -2.889 3.900 0.0 0.0 0.0 -0.16
C -2.544 -0.510 3.035 0.0 0.0 0.0 -0.69
C 3.226 1.875 1.390 0.2 -0.1 0.3 -0.31
H 3.514 -4.252 -2.649 0.0 0.0 0.1 0.22
H 2.714 -2.399 -0.144 0.0 0.0 0.0 0.27
H 3.094 -2.950 3.646 0.0 0.0 0.0 0.22
H 0.171 -0.389 -3.772 0.0 0.0 0.0 0.26
H 3.845 -9.055 -1.291 0.0 0.0 0.0 0.23
H -1.164 -2.510 3.941 0.0 0.0 0.0 0.22
H 1.219 -5.581 -2.386 0.0 0.1 -0.1 0.24
H 2.564 -4.066 -0.732 0.0 0.0 0.0 0.21
H 1.299 -5.751 -4.157 0.0 0.0 0.0 0.27
H 1.185 -3.255 0.028 0.0 0.0 0.0 0.25
H -3.335 2.954 -1.468 0.0 0.0 0.0 0.40
H -3.238 0.256 2.707 0.0 0.0 0.0 0.27
H 3.047 -1.194 1.866 0.0 0.0 0.0 0.24
H 0.915 -3.651 4.669 0.0 0.0 0.0 0.21
H 5.258 -8.134 -1.823 0.0 0.0 0.0 0.23
H 3.125 -4.219 -4.355 0.1 0.0 0.0 0.27
H -2.234 -0.308 4.063 0.0 0.0 0.0 0.22
H -3.649 2.913 0.226 0.0 0.0 0.0 0.39
H 2.627 -6.907 -0.779 0.1 0.0 0.0 0.23
H -3.058 -1.476 3.019 0.0 0.0 0.0 0.21
H 4.065 -5.983 -1.314 0.0 0.0 0.0 0.23
H 4.770 -8.099 -0.122 0.0 0.0 0.0 0.22
```
Positions in Å, forces in eV/Å.

The total charge is -1. The HOMO energy is -4.043 eV. The value obtained for the LUMO energy is 1.0 eV. As for the spin multiplicity: 1. The HOMO-LUMO gap is 5.06 eV.

***

Entry 6:
The following is a quantum chemistry calculation of a 6-piece molecular cluster, C49H106N6O6 overall in a non-equilibrium geometry, from the OMol25 dataset.

XYZ file:
```
167
Properties=species:S:1:pos:R:3:forces:R:3:mulliken_charge:R:1
O -3.105 4.190 -4.278 0.2 0.1 0.3 -0.48
O -2.475 -0.655 1.637 0.0 0.0 -0.2 -0.09
O 0.878 1.955 6.511 0.2 -0.2 -0.4 -0.47
O 3.768 -6.061 5.351 0.2 0.3 0.1 -0.50
O 1.048 6.995 -0.973 0.2 -0.1 0.3 -0.58
O -2.354 -3.623 -1.614 0.3 0.6 0.0 -0.07
N -0.110 0.682 0.324 -0.2 0.3 0.1 0.28
N -0.398 1.930 5.911 -1.2 0.2 1.0 0.33
N 1.638 5.715 -1.215 -0.4 0.1 -0.2 1.07
N -2.879 -4.259 -2.766 0.0 -1.1 0.6 -0.14
N -2.391 3.001 -4.595 -1.1 -0.3 -0.9 0.08
N 3.875 -5.755 3.969 -0.2 -1.3 -0.7 0.16
C -0.636 -0.637 0.024 0.1 -0.5 -0.1 3.07
C -2.468 2.076 -3.486 0.2 -0.6 1.1 2.60
C 5.277 -4.996 2.152 -0.3 -0.3 -0.6 -1.44
C 0.434 -1.558 -0.574 -0.1 0.0 0.2 -1.98
C 2.791 -4.791 2.010 -0.5 0.3 -0.5 -0.84
C -0.352 1.023 -4.488 -0.2 -0.2 -0.6 -0.34
C -4.221 -3.755 -3.049 -0.3 0.3 -0.1 2.14
C -4.749 -4.618 -4.188 -0.2 -0.2 -0.4 -1.32
C 2.629 -5.139 3.504 1.1 0.5 -0.1 1.68
C -1.635 3.894 -6.708 -0.4 0.6 -0.3 -1.98
C -0.709 -5.280 -3.250 0.0 0.5 0.5 -2.03
C -0.248 4.274 -4.626 -0.4 0.9 -0.1 -1.73
C 1.444 4.834 -0.066 -0.1 -0.7 0.5 2.51
C -5.101 -4.040 -1.833 0.3 -0.5 0.3 -1.95
C 0.334 3.193 3.903 1.2 -0.9 -0.4 -1.41
C -3.839 -4.665 -5.400 0.5 0.0 0.1 -0.62
C -3.930 1.668 -3.261 -0.1 -0.1 0.6 -1.62
C -2.431 -5.118 -5.018 0.1 0.1 0.1 -1.37
C 3.487 3.606 -0.896 -0.1 -0.8 0.1 -1.11
C -1.260 -3.039 -4.215 1.2 0.0 1.4 -1.34
C 0.126 -0.155 4.692 0.7 -0.3 -0.2 -1.76
C -1.205 3.323 -5.367 0.8 -0.3 0.4 1.88
C -1.832 -4.396 -3.779 -0.7 0.2 -1.2 2.04
C -1.709 0.795 -3.846 0.0 -0.1 -0.3 -0.35
C 5.588 -4.025 4.462 0.4 0.5 -0.9 -1.75
C -2.470 1.716 3.944 0.5 0.3 0.6 0.71
C 2.020 5.268 1.309 0.3 0.2 -0.6 -2.03
C -2.063 3.048 4.569 -0.3 -0.4 -0.5 -1.74
C 2.037 3.483 -0.462 -0.2 -0.2 -0.8 -0.45
C 6.194 -6.420 3.911 0.5 -0.1 0.0 -2.03
C 2.948 5.922 -1.826 0.2 -0.2 -0.2 1.78
C -1.294 -1.304 1.223 0.3 -0.1 -0.1 -1.33
C -1.863 2.628 -2.168 0.5 -0.9 -0.8 -0.75
C -0.877 0.584 5.596 0.6 -0.7 -0.3 1.92
C 5.218 -5.284 3.642 -0.3 0.7 0.8 1.95
C -0.964 -0.201 6.908 0.4 0.1 0.0 -2.10
C -0.620 3.085 5.085 -0.4 0.7 -0.3 1.90
C -3.590 -0.941 0.821 -0.6 0.0 0.3 -0.67
C -4.304 -2.265 -3.393 0.9 0.9 -0.1 -1.37
C -0.534 4.369 5.926 0.4 0.0 0.3 -2.12
C -0.412 2.026 -5.644 0.0 0.2 0.5 -1.53
C 3.894 6.794 -1.007 -0.2 0.6 1.0 -2.09
C 2.726 6.591 -3.172 -0.6 0.2 -1.3 -1.53
C -0.054 4.633 0.093 -1.0 0.4 0.0 -2.50
C -2.255 0.582 4.939 -0.2 -0.1 -0.5 -1.48
C 2.292 -3.857 4.281 -0.1 0.2 -0.5 -1.76
C 3.555 4.539 -2.085 0.7 0.4 0.0 -1.38
C 1.520 -6.156 3.634 -1.2 0.3 -0.1 -2.01
C 4.122 -4.160 1.639 0.2 0.9 0.8 -0.65
H 0.140 6.865 -1.261 0.0 0.1 -0.1 0.34
H -0.818 1.525 -6.524 0.0 0.0 0.0 0.36
H -0.865 4.175 6.948 -0.1 0.0 0.0 0.47
H -0.250 -4.789 -2.387 0.3 0.0 -0.2 0.32
H 1.124 -0.963 -1.175 -0.1 -0.2 -0.3 0.52
H 4.598 4.714 -2.375 0.0 0.0 0.0 0.53
H -0.308 3.884 0.846 0.2 0.0 0.0 0.01
H 1.411 -3.397 3.822 -0.3 -0.3 0.5 0.43
H 1.631 -7.016 2.974 0.4 0.0 0.1 0.48
H -1.954 -2.333 -4.657 -0.1 -0.2 -0.3 0.39
H 1.034 -2.079 0.180 0.0 0.2 0.2 0.39
H -0.793 4.355 -7.228 0.1 -0.3 -0.1 0.36
H -5.741 -4.299 -4.521 0.0 0.2 0.3 0.38
H 2.702 7.682 -3.176 0.3 0.0 0.4 0.35
H -2.368 -6.193 -4.834 -0.2 0.0 -0.1 0.45
H -0.856 -2.587 -3.297 -0.3 0.3 -0.1 -0.23
H -0.890 2.987 -2.500 -0.1 0.8 0.6 -0.82
H -2.763 3.294 5.371 0.1 0.1 0.1 0.39
H -4.288 -5.333 -6.137 0.2 0.0 -0.1 0.41
H -1.469 -2.358 0.955 -0.3 0.0 0.1 0.37
H 3.840 2.621 -1.221 0.0 0.0 0.1 0.44
H -0.619 -1.297 2.083 0.0 0.1 0.0 0.18
H -1.436 -0.580 -0.728 0.1 0.3 -0.1 -1.68
H 0.355 3.737 -3.897 0.2 0.1 0.0 0.06
H 0.476 2.228 3.401 -0.6 0.1 -0.2 -0.05
H -0.548 5.565 0.390 0.2 0.0 0.2 0.67
H -0.339 -3.162 -4.793 -0.4 -0.1 -0.5 0.54
H 2.168 -4.090 5.337 -0.2 0.2 0.0 0.46
H 0.004 -0.154 7.410 0.0 -0.1 0.1 0.46
H 3.448 6.248 -3.921 0.3 0.2 0.3 0.39
H 0.046 3.941 3.168 -0.1 0.1 0.1 0.19
H 4.943 -3.840 5.313 0.1 -0.3 0.2 0.30
H 0.613 2.349 -5.837 0.0 -0.1 -0.5 0.36
H 1.853 2.733 0.308 0.2 0.2 0.3 0.57
H -5.240 -1.775 -3.119 -0.2 -0.3 -0.1 0.60
H 1.330 -6.498 4.650 0.3 0.0 0.1 0.40
H -2.324 -0.345 4.361 0.0 -0.1 0.2 0.35
H -1.178 5.144 5.513 0.1 0.0 -0.1 0.40
H -0.048 0.088 -4.970 0.3 -0.1 0.4 0.42
H 5.490 -3.151 3.808 0.0 0.1 0.2 0.33
H 3.343 7.687 -0.688 0.0 0.0 -0.1 0.46
H 5.219 -5.951 1.615 0.2 0.0 0.1 0.38
H -2.386 4.683 -6.619 0.1 0.0 0.3 0.39
H -0.563 4.341 -0.826 0.4 -0.1 -0.1 0.52
H -0.059 -2.326 -1.171 0.2 0.0 -0.2 0.18
H 4.771 7.159 -1.541 0.0 -0.3 -0.3 0.42
H 5.717 -7.352 3.603 0.1 -0.1 0.2 0.46
H -2.090 3.128 -7.338 0.1 -0.1 0.0 0.44
H 4.253 -3.902 0.587 -0.3 -0.5 -0.2 0.47
H -3.053 0.523 5.683 0.1 0.4 0.1 0.46
H 0.379 4.831 -5.327 0.3 -0.4 0.0 0.39
H 0.593 -5.659 3.314 0.1 -0.1 0.0 0.35
H -2.115 3.819 3.797 -0.2 0.2 0.2 0.56
H 1.120 0.002 5.120 0.0 0.0 -0.2 0.43
H 2.020 -4.043 1.794 -0.1 -0.2 -0.1 -0.07
H 1.198 5.411 2.002 0.2 0.2 0.2 0.45
H -6.113 -3.694 -2.029 -0.1 -0.1 0.1 0.45
H 0.025 -5.416 -4.044 0.1 -0.1 0.1 0.40
H -4.728 -3.615 -0.901 0.0 0.5 -0.2 0.12
H 0.850 0.812 0.046 0.0 -0.1 0.0 0.07
H 4.229 6.337 -0.072 0.1 -0.2 -0.2 0.36
H 6.639 -4.045 4.757 -0.1 -0.1 0.2 0.43
H -2.359 0.204 -4.502 0.2 0.0 -0.2 0.31
H -1.584 0.202 -2.938 -0.1 0.0 0.0 -0.76
H 0.148 0.163 3.646 -0.1 0.4 0.1 -0.01
H -3.519 1.757 3.654 0.1 -0.1 -0.3 0.45
H -3.995 0.624 -2.939 0.1 0.0 0.0 0.11
H 6.252 -4.560 1.925 0.0 0.1 0.0 0.45
H -4.451 -0.435 1.263 0.1 -0.1 0.1 0.33
H -3.717 -3.693 -5.888 -0.4 0.1 0.1 0.32
H -2.523 3.311 -1.643 0.3 0.5 -0.2 0.69
H 1.769 6.326 -3.637 0.0 -0.3 0.4 0.09
H -1.763 -4.874 -5.848 0.1 -0.3 0.0 0.37
H -3.791 -2.019 0.822 0.0 0.0 -0.2 0.32
H -3.979 4.043 -4.654 0.0 0.0 -0.1 0.36
H 1.480 3.120 -1.339 0.0 0.1 0.1 -0.65
H 3.040 -3.074 4.152 0.3 -0.3 0.2 0.38
H 0.487 4.753 5.976 0.0 0.0 0.0 0.38
H 6.568 -6.449 4.936 -0.4 -0.2 0.1 0.42
H 1.379 3.360 4.192 -0.3 0.5 0.4 0.62
H -1.572 1.829 -1.479 -0.5 -0.1 0.1 0.11
H -5.093 -5.120 -1.647 -0.2 0.0 -0.2 0.47
H -4.102 -2.043 -4.445 -0.2 -0.2 0.0 0.25
H -1.724 0.214 7.568 -0.1 0.0 0.0 0.49
H 4.123 -3.163 2.109 0.2 -0.2 0.1 0.27
H -3.523 -1.697 -2.870 -0.1 -0.2 0.2 -0.26
H -4.862 -5.628 -3.783 0.0 -0.1 -0.1 0.42
H 4.135 3.880 -0.059 0.0 0.3 -0.1 0.40
H -0.216 0.963 1.290 -0.1 -0.1 0.0 -0.35
H 3.095 4.078 -2.964 -0.3 0.0 0.2 0.34
H -3.543 -0.574 -0.210 0.4 -0.1 0.0 0.08
H -1.171 -1.250 6.699 -0.1 0.0 0.1 0.36
H -2.323 -4.296 -0.926 -0.1 -0.2 -0.1 0.28
H 0.410 1.290 -3.753 -0.1 0.1 0.1 0.14
H 0.692 2.017 7.452 0.0 0.1 0.1 0.37
H -1.062 -6.251 -2.901 -0.2 0.0 -0.2 0.49
H 4.002 -6.993 5.392 -0.1 -0.1 0.0 0.36
H 7.099 -6.307 3.307 -0.1 0.1 -0.1 0.43
H -4.538 1.752 -4.162 0.0 0.2 0.0 0.46
H -0.791 5.072 -4.109 -0.1 -0.3 0.1 0.47
H -4.344 2.236 -2.426 -0.3 0.2 -0.3 0.33
H 2.605 6.178 1.194 -0.3 0.1 0.3 0.34
H 2.699 4.511 1.703 -0.1 -0.1 0.1 0.36
H -1.832 1.541 3.074 -0.3 -0.1 -0.2 -0.64
H -0.018 -1.238 4.617 -0.3 0.1 0.4 0.66
H 2.548 -5.656 1.386 0.3 -0.1 0.1 0.49
```
Positions in Å, forces in eV/Å.

The HOMO energy is -8.078 eV. The value obtained for the LUMO energy is 0.4 eV. As for the spin multiplicity: 1. The HOMO-LUMO gap is 8.47 eV.

***

Computed values of energy relative to the best compared isomer or geometry (same formula, charge and spin) (unit: kcal per mole) for the preceding records, in sequence: 116.0, 42.8, 0.0, 0.0, 8.1, 11.8.